# 1
Computed, not measured: a cluster of 2 separate species, C3H8OS2 in total in a non-equilibrium geometry, with the ωB97M-V functional and the def2-TZVPD basis.

Calculated values
**Energy above the lowest of the compared OMol25 structures with the same formula, charge and spin**: 196.6 kJ/mol
**Frontier orbital gap**: 0.3265 Eh

Geometry as XYZ:
```
14
Properties=species:S:1:pos:R:3:forces:R:3:nbo_charge:R:1
C 1.2870 0.1698 -1.3072 2.85 -0.48 -0.26 -0.708
S 1.9024 -1.1671 -0.1174 -0.28 0.53 -0.09 0.042
S 0.8859 -0.7171 1.7046 -1.26 0.44 -1.79 -0.141
H 1.1320 -0.3934 -2.2649 -0.16 0.77 0.95 0.233
H 0.4318 0.5462 -0.8364 -1.42 0.54 0.18 0.216
H 2.0385 1.0315 -1.4560 -1.06 -1.51 0.32 0.228
H 1.7993 -1.0600 2.5442 1.45 -0.30 0.77 0.129
C -2.1122 1.6402 -1.7784 -0.73 -0.16 1.93 -0.546
C -2.7396 1.4895 -0.5378 -1.49 0.86 -4.10 0.156
O -2.3737 0.6335 0.4243 0.28 -0.10 0.77 -0.687
H -2.6761 2.1336 -2.5935 0.55 -0.07 0.80 0.215
H -1.0707 1.2759 -2.0296 -1.57 0.27 0.49 0.199
H -3.8365 1.9026 -0.3986 2.47 -0.55 -0.12 0.176
H -2.0518 -0.1550 -0.0152 0.37 -0.21 0.14 0.488
```
Positions in Å, forces in eV/Å.



# 2
Computed, not measured: a cluster of 2 separate species, C3H8OS2 in total in a non-equilibrium geometry, with the ωB97M-V functional and the def2-TZVPD basis.

Calculated values
**Energy above the lowest of the compared OMol25 structures with the same formula, charge and spin**: 139.3 kJ/mol
**Frontier orbital gap**: 0.3289 Eh

Geometry as XYZ:
```
14
Properties=species:S:1:pos:R:3:forces:R:3:nbo_charge:R:1
C -1.6278 -0.2914 0.4224 3.39 1.00 1.39 -0.515
C -0.3375 -0.7526 0.6985 -3.23 -1.49 -0.83 0.340
O 0.6513 0.0661 1.1042 1.09 0.88 -0.27 -0.710
C 0.0825 -2.2414 0.6193 -0.91 0.66 -2.11 -0.683
H -2.3769 -0.7548 -0.1846 -0.23 -0.82 0.39 0.210
H -1.8345 0.7447 0.7891 0.27 -0.79 -0.83 0.205
H 1.2768 0.1197 0.3382 -0.44 0.05 1.08 0.487
H -0.8319 -2.8003 0.3847 0.24 -0.11 0.28 0.219
H 0.7194 -2.3910 -0.2865 -0.08 0.12 0.70 0.208
H 0.5830 -2.6827 1.4752 -0.04 0.46 0.25 0.232
S 0.6314 3.3206 -0.3817 -0.79 -0.44 -0.80 -0.108
S 1.4680 1.8134 -1.5360 0.22 0.41 -0.01 -0.166
H -0.5634 3.2410 -1.0593 0.61 0.33 0.60 0.139
H 2.1595 2.6087 -2.3834 -0.09 -0.26 0.15 0.142
```
Positions in Å, forces in eV/Å.